(1)
119
Properties=species:S:1:pos:R:3:mulliken_charge:R:1 method="wB97M-V/def2-TZVPD" lumo_energy_ha=0.0016 smiles="CC(=O)NCCCCN(CCCCl)S(=O)(=O)F.CCOC(=O)C(F)(F)F.CCOC(=O)C(F)(F)F.CCOC(=O)C(F)(F)F.CCOC(=O)C(F)(F)F.CCOC(=O)C(F)(F)F.CCOC(=O)C(F)(F)F" multiplicity=1 charge=0 orbital_gap_ev=9.95
Cl 2.38 -2.71 -0.06 -0.23
S 0.28 3.00 0.60 1.21
F -2.05 -12.07 -3.31 -0.24
F 4.31 3.25 2.98 -0.33
F -0.39 -3.54 -1.42 -0.21
F -6.41 3.50 5.24 -0.25
F -2.14 -4.32 -2.42 -0.27
F -1.82 -11.25 -5.29 -0.24
F -9.61 -4.13 2.65 -0.24
F 5.19 4.76 -5.09 -0.19
F -11.33 -3.97 1.35 -0.25
F -9.39 -3.28 0.68 -0.24
F 6.64 4.93 -6.69 -0.26
F -0.55 -5.66 -1.83 -0.28
F 2.55 2.48 1.95 -0.12
F -7.82 2.05 4.48 -0.24
F 5.21 6.52 -6.34 -0.27
F -3.77 -11.92 -4.61 -0.25
F -8.14 4.15 4.12 -0.25
F -0.91 1.95 1.26 -0.30
F 4.14 1.13 2.57 -0.28
O 0.45 4.09 1.65 -0.61
O 1.62 2.35 4.58 -0.51
O -10.82 -1.09 1.31 -0.31
O -1.07 -5.35 0.80 -0.29
O 7.98 6.92 -5.46 -0.34
O 3.61 1.46 5.19 -0.32
O -3.06 -4.46 0.20 -0.52
O -5.27 2.36 3.08 -0.34
O -6.73 3.54 1.81 -0.51
O -10.53 -1.65 3.48 -0.51
O 8.13 1.03 -1.80 -0.57
O 6.90 6.35 -3.56 -0.49
O -3.25 -9.04 -4.69 -0.31
O -2.97 -9.57 -2.51 -0.51
O -0.30 3.52 -0.68 -0.63
N 7.12 3.03 -1.07 -0.34
N 1.68 2.02 0.40 0.46
C -10.21 -3.33 1.75 0.85
C -2.39 -6.82 2.20 -1.11
C -11.18 0.25 1.71 -0.36
C 3.43 2.22 2.96 1.47
C -2.65 -11.28 -4.22 0.85
C 3.17 3.39 -1.31 -0.54
C 8.95 7.64 -4.69 -0.19
C 2.27 -0.01 6.60 -1.11
C 7.00 6.32 -4.76 0.41
C 7.61 1.63 -0.80 0.47
C 4.70 4.00 -1.35 -0.60
C 6.01 5.63 -5.71 0.84
C 2.81 0.03 -0.87 0.21
C 5.80 2.92 -1.82 0.03
C -2.95 -9.88 -3.68 0.38
C -10.52 -1.94 2.31 0.38
C 10.00 6.70 -4.12 -1.07
C -7.19 3.20 4.18 0.85
C 1.50 0.94 -0.63 -0.91
C 3.10 1.26 6.52 -0.20
C 2.33 -1.41 -1.40 -0.55
C 2.97 2.84 0.19 -0.81
C -2.35 -6.87 -4.05 -0.91
C -4.45 2.14 1.92 -0.22
C -1.93 -4.78 -0.08 0.28
C -3.60 -7.70 -4.31 -0.33
C -9.93 1.07 1.97 -0.99
C -3.57 3.34 1.65 -0.93
C -1.57 -5.55 2.13 -0.19
C 7.49 0.98 0.66 -0.49
C -6.39 3.08 2.88 0.39
C 2.75 2.02 4.31 -0.22
C -1.26 -4.58 -1.43 0.95
H 1.38 0.07 5.97 0.31
H 6.62 1.53 1.20 -0.07
H -10.20 2.11 2.20 0.41
H 3.37 -0.06 0.12 0.12
H 1.25 -1.40 -1.80 0.27
H -1.79 -7.27 -3.20 0.30
H -2.14 -4.68 2.47 0.31
H -1.82 -7.68 1.83 0.30
H 8.46 1.13 1.26 0.32
H -5.06 1.88 1.05 0.31
H -2.98 3.60 2.53 0.33
H 5.98 3.01 -2.96 0.13
H -11.74 0.69 0.87 0.33
H -2.89 3.14 0.82 0.15
H 10.78 7.25 -3.60 0.36
H 0.68 0.23 -0.22 0.54
H 3.43 0.50 -1.72 -0.07
H 1.95 -0.20 7.62 0.38
H 6.98 3.47 -0.15 0.32
H 2.94 3.76 0.89 0.81
H 4.72 4.98 -1.96 0.31
H 10.45 6.11 -4.92 0.30
H -2.61 -5.84 -3.84 0.33
H 2.49 4.29 -1.58 0.31
H -4.17 4.22 1.40 0.39
H 4.95 4.31 -0.25 0.25
H -4.27 -7.70 -3.45 0.32
H -2.71 -7.02 3.23 0.37
H 3.01 -1.83 -2.24 0.42
H 5.39 1.86 -1.59 -0.03
H -0.70 -5.64 2.78 0.32
H -3.82 1.27 2.13 0.31
H 3.97 1.17 7.18 0.32
H 3.12 2.61 -2.14 0.22
H -4.15 -7.27 -5.15 0.33
H 1.06 1.34 -1.64 0.29
H -9.27 1.06 1.11 0.31
H 9.43 8.35 -5.36 0.31
H 7.24 -0.16 0.59 0.26
H 8.47 8.22 -3.90 0.30
H 9.55 5.99 -3.42 0.29
H -9.37 0.67 2.82 0.29
H -3.29 -6.75 1.57 0.31
H 3.88 2.23 0.52 -0.22
H -11.85 0.23 2.57 0.33
H 2.53 2.14 6.86 0.32
H -1.68 -6.90 -4.92 0.30
H 2.85 -0.86 6.23 0.30

---

(2)
17
Properties=species:S:1:pos:R:3:nbo_charge:R:1 method="wB97M-V/def2-TZVPD" lumo_energy_ha=0.0373 de_lowest_ev=2.446 smiles=C[C@@H]1C[C@@]1(C)P multiplicity=1 charge=0 orbital_gap_ev=9.73
P -2.52 -0.45 0.22 0.28
C -0.05 -0.97 -1.33 -0.45
C -0.15 1.53 0.08 -0.62
C 1.65 -0.70 0.57 -0.60
C -0.72 -0.20 -0.18 -0.27
C 0.30 -1.21 0.14 -0.27
H -1.05 2.19 -0.02 0.22
H -2.26 -0.36 1.63 -0.01
H -0.87 -1.56 -1.66 0.21
H 0.67 1.75 -0.66 0.21
H 0.59 -0.54 -2.12 0.22
H 0.11 -2.28 0.44 0.23
H 1.52 -0.35 1.68 0.20
H 2.03 0.10 -0.06 0.21
H 0.23 1.24 1.12 0.22
H 2.37 -1.50 0.64 0.22
H -3.15 0.83 -0.25 0.00

---

(3)
14
Properties=species:S:1:pos:R:3:nbo_charge:R:1 method="wB97M-V/def2-TZVPD" lumo_energy_ha=0.0373 de_lowest_ev=1.862 multiplicity=1 charge=0 orbital_gap_ev=10.83
O -0.44 1.48 1.93 -0.54
C -0.81 0.45 1.41 0.40
C 0.68 -0.33 -1.10 -0.45
C 0.76 -1.12 0.19 -0.13
C -0.34 0.80 -1.02 -0.62
C 0.07 -0.76 1.28 -0.33
H -1.85 0.32 1.03 0.12
H 0.16 -1.29 2.22 0.23
H 1.42 -1.98 0.22 0.21
H -0.16 1.62 -1.69 0.23
H 0.44 -1.01 -1.93 0.22
H -0.28 1.31 -0.07 0.24
H 1.67 0.08 -1.33 0.22
H -1.36 0.42 -1.16 0.20

---

(4)
26
Properties=species:S:1:pos:R:3:mulliken_spin:R:1 method="wB97M-V/def2-TZVPD" lumo_energy_ha="-0.1100 / -0.2686" de_lowest_ev=0.000 multiplicity=2 charge=+1 orbital_gap_ev="11.05 / 6.75"
O -2.99 -0.52 -1.24 0.00
O -1.46 -1.80 0.71 0.02
N 0.46 0.28 -0.54 0.75
C 1.18 0.35 -1.75 -0.01
C 0.95 -0.02 0.76 -0.03
C 1.49 1.80 -2.25 0.09
C -0.97 -1.23 1.93 0.00
C 2.06 1.08 1.09 0.14
C -0.18 0.10 1.78 0.02
H 1.70 2.05 0.78 -0.01
H -0.25 -1.95 2.33 0.00
H -2.19 -1.02 -1.46 0.00
H -3.13 0.34 -1.64 0.00
H 2.97 0.72 0.62 0.00
H 2.21 1.14 2.16 0.00
H 0.85 2.07 -3.09 0.00
H -2.09 -1.14 0.36 0.00
H -0.56 0.39 -0.54 -0.05
H 1.48 -0.98 0.86 0.06
H 0.17 0.33 2.77 0.00
H 2.15 -0.15 -1.64 0.00
H -0.91 0.83 1.45 0.00
H 1.29 2.50 -1.45 0.00
H -1.81 -0.99 2.55 0.00
H 2.48 1.86 -2.70 0.00
H 0.74 -0.22 -2.56 0.03

---

Number 1: DFT total energy -5280.01408 hartree. Number 2: DFT total energy -538.33627 hartree. Number 3: DFT total energy -270.48946 hartree. Number 4: DFT total energy -443.71008 hartree.